C23H19IrN3O2Se2Te2 | wB97M-V/def2-TZVPD

The geometry in XYZ format:
```
52
Properties=species:S:1:pos:R:3:nbo_charge:R:1
Ir -0.16 0.32 0.21 0.682
C -1.65 1.90 -3.73 -0.082
O -1.04 2.95 -2.89 -0.425
C -0.58 2.32 -1.84 0.583
N -0.60 1.04 -1.80 -0.509
C -1.10 0.59 -3.13 -0.120
C -2.09 -0.53 -3.22 0.027
C -2.72 -1.11 -2.13 -0.260
C -3.62 -2.16 -2.30 -0.213
C -3.89 -2.64 -3.57 -0.177
C -3.27 -2.06 -4.67 -0.180
C -2.38 -1.01 -4.50 -0.226
C 0.02 3.08 -0.73 0.122
C 0.36 4.42 -0.71 -0.154
C 1.00 4.92 0.43 -0.121
C 1.28 4.07 1.50 -0.172
C 0.92 2.74 1.39 0.192
N 0.31 2.27 0.29 -0.405
C 1.15 1.66 2.35 0.563
N 0.80 0.46 2.04 -0.482
C 1.17 -0.43 3.15 -0.111
C 1.80 0.56 4.17 -0.086
O 1.71 1.87 3.51 -0.419
C 2.12 -1.55 2.77 0.021
C 2.87 -1.52 1.60 -0.255
C 3.74 -2.56 1.31 -0.191
C 3.86 -3.63 2.18 -0.190
C 3.12 -3.66 3.35 -0.168
C 2.26 -2.62 3.65 -0.251
H -1.36 2.09 -4.75 0.234
H -2.73 1.99 -3.62 0.217
H -0.20 0.29 -3.68 0.228
H -2.54 -0.72 -1.13 0.193
H -4.11 -2.60 -1.45 0.205
H -4.58 -3.46 -3.71 0.234
H -3.47 -2.43 -5.67 0.238
H -1.91 -0.57 -5.37 0.221
H 0.12 5.05 -1.55 0.270
H 1.28 5.96 0.47 0.263
H 1.78 4.43 2.39 0.269
H 0.24 -0.86 3.54 0.223
H 2.85 0.36 4.34 0.229
H 1.27 0.63 5.11 0.226
H 2.80 -0.67 0.93 0.208
H 4.33 -2.52 0.40 0.232
H 4.54 -4.44 1.94 0.238
H 3.22 -4.49 4.04 0.235
H 1.68 -2.64 4.57 0.219
Se -0.21 -2.14 0.28 -0.095
Te -2.17 -2.98 1.38 0.528
Te -3.80 -0.96 1.69 0.493
Se -2.46 0.96 1.17 -0.303
```

Output
total charge	+2
energy	-6645.3559	Ha
spin multiplicity	2